Record 1
ORCA calculation (ωB97M-V with the def2-TZVPD basis set) on a single CH3NO4 molecule in a non-equilibrium geometry.

Each line ends with the Mulliken charge.
Atoms and positions in Å:
O -0.335 1.162 -1.392  -0.62
N -0.611 0.697 -0.314  0.96
O -1.512 1.038 0.394  -0.54
C 0.196 -0.445 0.167  0.19
O 0.850 -0.028 1.307  -0.46
O 1.000 -0.942 -0.810  -0.48
H -0.645 -1.342 0.455  0.23
H 0.114 0.249 1.830  0.35
H 0.944 -0.388 -1.638  0.37

Values from the calculation:
Net charge = 0
Energy above the lowest of the compared OMol25 structures with the same formula, charge and spin = 30.3 kcal per mole
Kohn-Sham gap = 10.99 eV
SMILES = O=[N+]([O-])C(O)O
M = 93.04 g/mol

Record 2
ORCA calculation (ωB97M-V with the def2-TZVPD basis set) on 2 unconnected molecules or ions with the total composition C21H40ClFN2O9S.

Each line ends with the Mulliken charge.
Atoms and positions in Å:
C -2.896 -3.216 3.953  -0.78
C -2.861 -4.729 3.917  0.59
O -3.552 -5.410 4.616  -0.55
O -1.958 -5.310 3.076  -0.29
C -1.928 -4.820 1.722  -0.25
C -1.300 -5.890 0.829  -1.03
C 0.030 -5.473 0.192  -0.61
C 1.016 -4.825 1.190  -1.02
C 1.238 -3.307 1.004  -0.46
C 2.694 -2.879 0.761  -1.35
N 3.037 -2.563 -0.635  0.15
C 2.516 -3.480 -1.639  0.06
C 3.483 -3.761 -2.775  0.21
O 3.178 -4.102 -3.864  -0.51
F 4.775 -3.635 -2.426  -0.26
C 2.832 -1.232 -0.973  0.42
O 2.138 -0.461 -0.374  -0.54
O 3.520 -0.883 -2.091  -0.39
C 2.667 -0.509 -3.196  -0.04
C 2.766 0.980 -3.459  -0.70
C 1.906 1.458 -4.646  -0.68
C 0.746 0.563 -5.084  -0.85
S -0.674 0.340 -3.998  0.87
O -0.683 -1.010 -3.525  -0.51
O -1.831 0.881 -4.631  -0.60
Cl -0.289 1.535 -2.402  0.03
H -2.082 -2.758 3.395  0.24
H -3.849 -2.876 3.547  0.27
H -2.840 -2.906 4.994  0.32
H -2.948 -4.601 1.400  0.52
H -1.353 -3.890 1.684  0.06
H -1.168 -6.804 1.409  0.35
H -2.014 -6.136 0.040  0.37
H 0.487 -6.381 -0.209  0.36
H -0.156 -4.824 -0.668  0.38
H 1.974 -5.348 1.116  0.55
H 0.662 -5.023 2.204  0.53
H 0.914 -2.804 1.919  0.42
H 0.596 -2.923 0.208  0.56
H 3.394 -3.650 1.095  0.45
H 2.910 -1.984 1.338  0.46
H 1.613 -3.093 -2.121  0.06
H 2.307 -4.444 -1.174  0.40
H 2.996 -1.091 -4.059  0.42
H 1.643 -0.784 -2.940  0.19
H 3.813 1.219 -3.654  0.39
H 2.492 1.510 -2.548  0.14
H 2.530 1.620 -5.526  0.41
H 1.491 2.436 -4.398  0.33
H 0.281 1.002 -5.967  0.46
H 1.058 -0.449 -5.345  0.40
C -2.852 7.714 2.386  -0.73
O -1.994 6.832 3.079  -0.36
C -2.601 5.607 3.470  -0.80
C -1.987 4.441 2.727  -0.16
N -2.338 4.480 1.316  -0.31
C -1.638 3.506 0.487  -0.77
C -0.127 3.645 0.352  0.15
O 0.286 4.804 -0.348  -0.36
C 0.450 5.969 0.437  -0.61
H -2.306 8.645 2.238  0.24
H -3.149 7.320 1.408  0.31
H -3.757 7.927 2.965  0.35
H -3.681 5.642 3.303  0.41
H -2.426 5.477 4.542  0.40
H -2.362 3.508 3.159  0.35
H -0.902 4.475 2.899  0.19
H -2.150 5.409 0.959  0.11
H -2.068 3.560 -0.517  0.44
H -1.857 2.504 0.872  0.38
H 0.226 2.800 -0.244  -0.23
H 0.385 3.583 1.320  0.29
H 0.770 5.726 1.454  0.30
H -0.466 6.565 0.489  0.20
H 1.221 6.577 -0.037  0.27

Values from the calculation:
Net charge = 0
Kohn-Sham gap = 9.02 eV
SMILES = CC(=O)OCCCCCCN(CC(=O)F)C(=O)OCCCCS(=O)(=O)Cl.COCCNCCOC
M = 551.07 g/mol

Record 3
ORCA calculation (ωB97M-V with the def2-TZVPD basis set) on a molecular structure, C6H11N2O in a non-equilibrium geometry.

Each line ends with the Mulliken charge.
Atoms and positions in Å:
C 0.269 -0.156 -1.030  0.37
C -0.518 0.423 0.858  -0.91
C -1.855 -0.846 -0.966  -0.67
C 0.670 1.075 -0.046  0.28
C -0.921 -0.971 0.340  -0.12
C 2.020 0.970 0.521  -1.46
N 0.344 -1.350 -0.222  0.04
N -0.830 -0.148 -1.791  -0.14
O 0.496 -2.462 -1.053  -0.48
H -0.324 0.290 1.946  0.42
H -1.397 1.099 0.944  0.34
H -2.235 -1.690 -1.522  0.37
H -2.653 -0.182 -0.612  0.34
H 0.522 2.062 -0.502  0.47
H -1.387 -1.427 1.188  0.46
H 2.375 -0.031 0.638  0.37
H 2.174 1.338 1.571  0.35
H 2.641 1.767 0.093  0.38
H -0.888 0.319 -2.655  0.21
H 1.334 -2.807 -0.927  0.36

Values from the calculation:
Net charge = +1
Energy above the lowest of the compared OMol25 structures with the same formula, charge and spin = 140.7 kcal per mole
Kohn-Sham gap (alpha / beta) = 8.89 / 8.89 eV
M = 127.17 g/mol

Record 4
ORCA calculation (ωB97M-V with the def2-TZVPD basis set) on 3 unconnected molecules or ions with the total composition C29H60N8O5P3 in a non-equilibrium geometry.

Each line ends with the Mulliken charge.
Atoms and positions in Å:
C -0.848 6.941 -0.751  -1.20
C -0.291 5.703 -1.452  -0.05
O -1.278 5.291 -2.449  -0.27
P -1.200 3.802 -2.984  0.90
O -0.052 3.022 -2.475  -0.65
C -2.749 2.994 -2.487  -1.64
C -2.457 1.833 -1.534  -0.92
C -1.928 0.576 -2.160  1.28
C -1.848 0.419 -3.560  -0.65
N -1.396 -0.629 -4.205  -0.90
N -1.028 -1.614 -3.406  0.44
C -1.082 -1.617 -2.087  -0.59
C -1.519 -0.502 -1.366  0.36
C -1.576 -0.500 0.136  -0.85
C -0.249 -0.689 0.855  1.36
C 0.619 -1.758 0.667  -0.10
C 1.788 -1.866 1.396  -1.02
C 2.122 -0.924 2.350  -0.40
C 1.270 0.151 2.532  -0.89
C 0.104 0.260 1.802  -0.38
O -1.254 3.859 -4.570  -0.39
C 0.015 3.744 -5.259  -0.22
C 0.968 4.908 -4.983  -1.04
H -1.931 6.831 -0.706  0.32
H -0.487 6.950 0.277  0.35
H -0.563 7.854 -1.264  0.32
H -0.117 4.925 -0.714  0.26
H 0.620 5.940 -1.998  0.28
H -3.314 2.688 -3.368  0.63
H -3.376 3.724 -1.974  0.47
H -1.727 2.175 -0.799  0.40
H -3.370 1.584 -0.983  0.72
H -2.180 1.229 -4.195  0.56
H -0.675 -2.435 -3.883  0.30
H -0.777 -2.510 -1.563  0.38
H -2.319 -1.216 0.495  0.03
H -1.953 0.472 0.443  0.52
H 0.405 -2.542 -0.047  0.07
H 2.421 -2.726 1.221  0.43
H 3.031 -1.048 2.920  0.30
H 1.517 0.895 3.279  0.44
H -0.536 1.115 1.989  0.35
H -0.238 3.764 -6.317  0.43
H 0.503 2.794 -5.045  0.19
H 1.507 5.141 -5.902  0.40
H 1.707 4.620 -4.238  0.27
H 0.423 5.808 -4.703  0.26
O 5.098 0.063 1.656  -0.73
P 6.016 1.089 1.090  0.57
N 7.510 0.280 1.012  0.15
C 8.789 0.775 1.482  -0.95
C 7.538 -0.975 0.275  -1.03
N 5.992 2.262 2.330  0.23
C 7.151 3.007 2.789  -1.02
C 5.077 2.025 3.442  -0.91
N 6.355 2.290 -0.091  0.11
C 5.160 3.122 -0.384  -1.19
C 6.879 1.824 -1.387  -1.01
H 8.981 1.808 1.182  0.32
H 9.603 0.188 1.056  0.40
H 8.878 0.706 2.570  0.25
H 7.552 -0.827 -0.814  0.30
H 6.663 -1.583 0.513  0.23
H 8.416 -1.563 0.539  0.46
H 7.784 2.418 3.461  0.32
H 6.825 3.893 3.339  0.35
H 7.751 3.375 1.959  0.28
H 5.460 1.278 4.148  0.31
H 4.106 1.694 3.084  0.13
H 4.917 2.958 3.986  0.35
H 4.360 2.537 -0.851  0.40
H 5.432 3.935 -1.056  0.40
H 4.772 3.564 0.531  0.28
H 6.232 1.084 -1.869  0.36
H 7.875 1.401 -1.276  0.29
H 6.978 2.677 -2.056  0.36
O -5.719 -2.604 0.483  -0.89
P -5.956 -3.985 0.991  0.65
N -6.147 -3.770 2.663  0.14
C -5.487 -4.524 3.711  -0.94
C -7.179 -2.834 3.091  -1.07
N -4.453 -4.716 0.600  0.26
C -3.738 -5.657 1.443  -1.01
C -3.524 -3.889 -0.144  -1.45
N -6.758 -5.494 0.866  0.04
C -6.904 -5.926 -0.548  -1.10
C -8.096 -5.591 1.481  -1.01
H -5.501 -5.602 3.531  0.33
H -5.997 -4.377 4.662  0.42
H -4.449 -4.207 3.850  0.24
H -8.190 -3.258 3.020  0.30
H -7.159 -1.930 2.480  0.29
H -7.022 -2.526 4.123  0.46
H -3.201 -5.159 2.258  0.31
H -2.999 -6.200 0.847  0.32
H -4.402 -6.413 1.857  0.29
H -3.026 -3.152 0.503  0.61
H -4.030 -3.359 -0.947  0.37
H -2.752 -4.509 -0.612  0.42
H -7.558 -5.255 -1.114  0.35
H -7.324 -6.930 -0.586  0.43
H -5.934 -5.955 -1.040  0.30
H -8.793 -4.834 1.110  0.37
H -8.035 -5.514 2.564  0.29
H -8.513 -6.574 1.264  0.37

Values from the calculation:
Net charge = +1
Energy above the lowest of the compared OMol25 structures with the same formula, charge and spin = 0.0 kcal per mole
Kohn-Sham gap = 5.97 eV
M = 693.77 g/mol